[1]
The molecule C4H3N3O at a distorted geometry, computed with ωB97M-V with the def2-TZVPD basis set.

Geometry (Å):
O: 2.24 0.92 -0.94
C: 1.12 0.40 -0.21
C: 0.42 -0.62 -1.10
N: -0.81 -1.20 -0.91
C: -1.13 -1.15 0.59
N: -1.32 -0.18 1.35
N: -0.88 1.14 1.14
C: 0.35 1.26 0.67
H: 0.89 -0.65 -1.99
H: -1.39 -2.31 0.78
H: 0.52 2.39 0.61

Properties
- Energy relative to the best compared isomer or geometry (same formula, charge and spin): 519.95 kJ/mol
- HOMO energy: -10.271 eV
- Frontier orbital gap: 7.93 eV
- SMILES: O=c1cncnnc1
- 2S+1: 1
- Maximum force: 8.6 eV/Å

***

[2]
The molecule C4H3N3O at a distorted geometry, computed with ωB97M-V with the def2-TZVPD basis set.

Geometry (Å):
O: -2.36 0.68 -0.48
C: -2.19 -0.28 0.44
N: -1.04 -0.96 0.19
C: 0.02 -0.37 -0.29
N: 1.32 -1.18 -0.20
C: 2.31 -0.33 -0.03
C: 1.72 1.12 0.27
N: 0.39 1.13 -0.07
H: -2.79 -0.28 1.37
H: 3.33 -0.81 -0.07
H: 2.57 1.92 0.71

Properties
- Energy relative to the best compared isomer or geometry (same formula, charge and spin): 425.07 kJ/mol
- HOMO energy: -9.886 eV
- Frontier orbital gap: 8.01 eV
- SMILES: O=CN=C1N=CC=N1
- 2S+1: 1
- Maximum force: 9.5 eV/Å

***

[3]
The molecule C4H3N3O at a distorted geometry, computed with ωB97M-V with the def2-TZVPD basis set.

Geometry (Å):
C: -0.15 -1.31 -0.03
C: 0.12 0.04 -0.07
C: -1.45 -1.76 0.08
C: -2.09 0.28 0.13
N: -3.20 0.81 0.02
N: -4.33 1.01 -0.06
N: -0.89 0.90 0.06
O: -2.43 -2.41 -0.06
H: 0.59 -1.97 -0.20
H: 1.10 0.55 -0.26
H: -0.72 1.86 -0.24

Properties
- Energy relative to the best compared isomer or geometry (same formula, charge and spin): 380.88 kJ/mol
- HOMO energy (alpha / beta): -7.363 / -7.362 eV
- Frontier orbital gap (alpha / beta): 7.37 / 7.37 eV
- 2S+1: 1
- Maximum force: 4.6 eV/Å

***

[4]
A cluster of 2 separate species, C4H3N3O2S in total at a distorted geometry, computed with ωB97M-V with the def2-TZVPD basis set.

Geometry (Å):
C: -0.67 1.15 1.37
C: 0.58 0.80 0.68
C: -0.02 -2.16 -1.22
C: 1.57 0.17 1.32
N: -1.47 1.58 0.45
N: 0.51 1.16 -0.64
N: -0.79 1.55 -0.73
O: 0.51 -1.83 -0.13
O: 2.40 -0.41 1.83
S: 0.60 -3.31 -2.25
H: -1.03 1.08 2.31
H: -0.97 -1.62 -1.43
H: -1.24 1.83 -1.57

Properties
- Energy relative to the best compared isomer or geometry (same formula, charge and spin): 75.08 kJ/mol
- HOMO energy (alpha / beta): -6.547 / -6.545 eV
- Frontier orbital gap (alpha / beta): 3.75 / 3.75 eV
- 2S+1: 1
- Maximum force: 4.8 eV/Å

***

Look up the 2S+1 of the fourth one.
1

***

energy relative to the best compared isomer or geometry (same formula, charge and spin) of number 3 (C4H3N3O)?
380.88 kJ/mol

***

Which of these has the lowest energy relative to the best compared isomer or geometry (same formula, charge and spin)?
C4H3N3O2S